# C46H106BrNO15

A cluster of 9 separate species, C46H106BrNO15 in total at a distorted geometry (ωB97M-V/def2-TZVPD, the OMol25 dataset).

As for the strongest force on any atom: 0.0687 hartree/bohr. Its orbital gap is 0.3402 Ha. Its highest occupied orbital energy is -9.41 eV. As for the SMILES: CCO[C@H](COCOCCO)[C@H](CC(=O)Br)OCCCC(N)=O.CCOCC.CCOCC.CCOCC.CCOCC.CCOCC.CCOCC.CCOCC.CCOCC.

```
! RIJCOSX wB97M-V def2-TZVPD def2/J DEFGRID3
* xyz 0 1
C 4.74586 -3.54587 0.82313
C 4.75367 -3.35180 -0.67863
O 3.50752 -3.06676 -1.27546
C 2.95429 -1.78368 -1.12477
C 3.88788 -0.69203 -0.61966
O 4.82241 -0.39121 -1.64222
C 4.90484 0.93605 -2.05423
O 6.09531 1.55397 -1.67703
C 6.24475 1.70020 -0.28054
C 5.45636 2.85157 0.29860
O 5.76628 2.90573 1.69636
C 1.61052 -1.78769 -0.37982
C 1.45330 -2.86039 0.67954
C 1.64913 -2.42556 2.10825
O 2.19517 -3.12003 2.94796
Br 0.98216 -0.65727 2.66186
O 0.62631 -2.03548 -1.39862
C -0.60304 -1.38825 -1.16421
C -0.68521 -0.02624 -1.85275
C -0.53339 1.16928 -0.91383
C -1.66504 2.16889 -0.97417
N -1.33742 3.52700 -0.56285
O -2.78826 1.90028 -1.31870
H 5.75204 -3.74477 1.16128
H 4.29247 -2.73148 1.36686
H 4.16824 -4.43137 1.05660
H 5.04848 -4.30650 -1.09214
H 5.52937 -2.66314 -0.99080
H 2.67062 -1.45957 -2.11736
H 3.27326 0.16571 -0.37450
H 4.42971 -0.95052 0.28423
H 4.04949 1.53491 -1.73770
H 4.91831 0.93019 -3.13458
H 7.28527 1.93595 -0.10720
H 6.04047 0.79446 0.28049
H 5.77077 3.78756 -0.13620
H 4.38801 2.70203 0.18085
H 4.97746 2.68710 2.18586
H 1.39935 -0.80858 0.02759
H 0.41520 -3.18281 0.63974
H 2.06142 -3.73145 0.51265
H -1.37318 -2.03933 -1.54977
H -0.80751 -1.25773 -0.10337
H -1.64851 0.05691 -2.33936
H 0.05044 0.03575 -2.63998
H -0.48247 0.84654 0.12181
H 0.38893 1.70422 -1.09888
H -1.14174 3.48640 0.43424
H -0.44200 3.75582 -0.98145
C -8.51311 0.12086 -2.21540
C -7.71238 -0.78188 -1.29246
O -6.31562 -0.72247 -1.49804
C -5.70166 0.54132 -1.30551
C -5.87430 1.09562 0.09644
H -8.29645 -0.11254 -3.25852
H -9.58077 -0.01724 -2.04161
H -8.28460 1.17522 -2.05579
H -7.98780 -1.82121 -1.47462
H -7.95575 -0.57205 -0.24340
H -6.06062 1.25906 -2.05133
H -4.64475 0.39096 -1.50308
H -6.92230 1.28159 0.33795
H -5.33670 2.03857 0.19430
H -5.48351 0.39203 0.83515
C 12.22894 5.09556 0.37920
C 11.37803 3.85802 0.60883
O 10.08660 3.93193 0.03682
C 10.03337 4.09842 -1.36736
C 10.69339 2.97473 -2.14851
H 11.72128 5.98302 0.75881
H 13.18438 4.99355 0.89445
H 12.43868 5.25892 -0.67860
H 11.21149 3.72643 1.67774
H 11.90134 2.96030 0.26008
H 10.45337 5.06864 -1.65651
H 8.97241 4.13047 -1.61672
H 11.76434 2.91113 -1.95121
H 10.56270 3.13622 -3.21873
H 10.24753 2.01479 -1.88486
C -4.42795 -3.23390 0.20856
C -3.14159 -4.03148 0.12154
O -2.19403 -3.71255 1.12640
C -2.61306 -3.91099 2.46484
C -2.99913 -5.34343 2.79393
H -4.21280 -2.16469 0.18052
H -5.07376 -3.47569 -0.63495
H -4.98663 -3.43615 1.12401
H -2.64939 -3.79638 -0.82263
H -3.34765 -5.10759 0.10626
H -3.43555 -3.22888 2.70803
H -1.76578 -3.60880 3.08324
H -3.86072 -5.67674 2.21418
H -3.25817 -5.42600 3.84991
H -2.17590 -6.02476 2.58380
C 2.02104 -6.36785 2.96684
C 0.59576 -6.83028 2.73460
O 0.47789 -7.99513 1.93990
C 1.10333 -9.15857 2.44593
C 0.57847 -9.60558 3.79991
H 2.52325 -6.19568 2.01286
H 2.02421 -5.44061 3.53250
H 2.60986 -7.09909 3.52320
H 0.05446 -6.05562 2.18955
H 0.07438 -6.96508 3.69013
H 2.19070 -9.02503 2.47956
H 0.90658 -9.93555 1.70739
H 0.77109 -8.86720 4.57924
H 1.06127 -10.53606 4.09946
H -0.49873 -9.77123 3.75548
C 7.13716 0.29973 -6.84588
C 6.01310 0.62854 -5.87903
O 5.03904 1.51552 -6.39361
C 4.27372 1.02658 -7.47952
C 3.47560 -0.20727 -7.09330
H 7.63552 1.21252 -7.17458
H 7.87151 -0.34375 -6.36069
H 6.77522 -0.21994 -7.73390
H 6.43034 1.13496 -5.00747
H 5.52904 -0.28288 -5.50948
H 4.89984 0.84355 -8.36062
H 3.59096 1.83436 -7.74356
H 4.11646 -1.04960 -6.83084
H 2.83850 -0.52402 -7.91913
H 2.84062 0.00589 -6.23441
C -1.50774 -0.90075 -6.13231
C -0.41063 -1.90628 -6.43863
O 0.79319 -1.67692 -5.73341
C 0.71247 -1.71186 -4.31805
C 0.23675 -3.03461 -3.74590
H -1.16279 0.11394 -6.33580
H -2.38322 -1.10141 -6.75037
H -1.82225 -0.94252 -5.08871
H -0.14358 -1.84009 -7.49364
H -0.76625 -2.92891 -6.26835
H 0.08790 -0.88806 -3.95124
H 1.72707 -1.51524 -3.96857
H -0.78525 -3.26912 -4.04840
H 0.26294 -2.99688 -2.65620
H 0.88037 -3.84858 -4.08170
C -8.31526 0.36241 3.71764
C -8.46509 1.69483 3.00278
O -9.43481 2.55052 3.57345
C -9.21108 2.93558 4.91705
C -7.90828 3.68449 5.13944
H -9.27167 -0.16081 3.75308
H -7.59342 -0.26476 3.19251
H -7.96496 0.48451 4.74334
H -8.79842 1.51534 1.98004
H -7.49846 2.20680 2.93153
H -9.27363 2.06409 5.57957
H -10.04861 3.58372 5.17444
H -7.03697 3.06718 4.91388
H -7.82976 3.99991 6.18011
H -7.86240 4.57154 4.50763
C -7.92951 8.72763 7.61446
C -7.37821 7.41582 7.08230
O -7.39404 7.31311 5.67189
C -6.64470 8.28239 4.96424
C -5.16174 8.28149 5.29481
H -8.94747 8.88627 7.25688
H -7.94125 8.71398 8.70457
H -7.32926 9.58228 7.30016
H -7.99877 6.59276 7.43737
H -6.36817 7.23684 7.46888
H -7.07196 9.28066 5.11258
H -6.78002 8.03786 3.91083
H -4.97280 8.54153 6.33712
H -4.63975 9.00883 4.67272
H -4.73144 7.29579 5.11318
*
```

Atomic partial charges in e from the Löwdin method, atoms 1 to 99: -0.055 -0.243 -0.064 -0.229 -0.139 -0.066 -0.248 -0.075 -0.187 -0.218 -0.054 -0.253 -0.081 -0.713 0.008 0.721 -0.190 -0.178 -0.128 -0.114 -0.457 0.095 0.104 0.086 0.054 0.066 0.123 0.115 0.142 0.123 0.119 0.128 0.124 0.127 0.119 0.122 0.109 0.075 0.082 0.132 0.119 0.115 0.117 0.113 0.091 0.099 0.108 0.084 0.071 -0.077 -0.284 -0.170 -0.276 -0.073 0.081 0.076 0.066 0.117 0.102 0.114 0.091 0.050 0.076 0.078 -0.080 -0.284 -0.164 -0.283 -0.077 0.081 0.076 0.065 0.118 0.107 0.107 0.114 0.065 0.077 0.080 -0.068 -0.273 -0.181 -0.273 -0.066 0.074 0.082 0.070 0.106 0.113 0.109 0.115 0.071 0.082 0.060 -0.072 -0.285 -0.154 -0.282 -0.080